No. 1
DFT (wB97M-V/def2-TZVPD) results for C25H20Cl5N5O3S3V as an isolated structure.

Values from the calculation:
Orbital gap (eV): 6.00
E_LUMO (Ha): -0.18109
DFT total energy (hartree): -5903.47547
Total charge: +1
Spin multiplicity: 1
F_max (eV/A): 3.962
HOMO (eV): -10.93
ΔE to the lowest compared entry with this formula, charge and spin (kcal per mole): 17.2

Structure (XYZ):
```
62
Properties=species:S:1:pos:R:3:forces:R:3
V 0.91574 -0.08888 -0.19243 0.1 -1.0 3.8
Cl -2.13407 1.88486 -6.41086 0.0 0.0 -0.1
C -1.54556 1.20764 -4.96205 0.1 0.0 0.1
C -2.42650 0.60246 -4.06211 0.1 0.0 -0.1
Cl -4.09966 0.53585 -4.40245 0.0 0.0 0.0
C -1.94149 0.05770 -2.88023 0.3 -0.2 0.5
Cl -2.99157 -0.59264 -1.69146 -0.1 0.0 0.0
C -0.57352 0.07009 -2.60245 -0.3 0.9 -1.3
O -0.06568 -0.38453 -1.45219 -2.1 -1.2 -3.1
C 0.30533 0.67806 -3.51545 -0.1 -0.3 0.5
Cl 1.97122 0.65555 -3.12135 0.1 0.2 -0.4
C -0.17852 1.26460 -4.67407 0.0 0.0 -0.1
Cl 0.90304 2.05718 -5.73352 0.0 0.0 -0.1
C 0.79108 -3.19408 -0.54883 0.0 -0.2 -0.1
N 0.44917 -2.21997 0.50160 0.0 0.3 -0.1
C 1.16385 -2.55193 1.74602 0.1 0.0 0.2
C -1.00128 -2.28435 0.74954 -0.3 0.2 0.0
C -1.43044 -1.01151 1.40268 0.2 -0.2 -0.1
C -2.55930 -0.95117 2.21095 0.1 0.1 0.0
C -2.89644 0.23517 2.84101 0.0 -0.1 0.0
C -2.09766 1.35430 2.66263 0.0 0.0 0.0
C -0.99290 1.30226 1.82362 0.1 0.2 -0.1
C -0.65699 0.11957 1.17726 0.0 -0.1 0.1
H 0.53549 -4.20627 -0.22041 0.0 0.0 0.0
H 1.84334 -3.15412 -0.80057 0.0 0.0 0.1
H 0.22717 -2.97333 -1.45437 0.0 0.0 0.0
H 0.88093 -3.54830 2.09797 -0.1 0.0 -0.1
H 0.92060 -1.81768 2.51091 0.0 0.0 0.0
H 2.23658 -2.53831 1.57176 0.0 0.1 0.0
H -1.25013 -3.15048 1.36987 0.0 -0.1 -0.1
H -1.51208 -2.39892 -0.20783 0.1 0.0 0.0
H -3.15985 -1.84181 2.35224 0.0 0.0 0.0
H -3.76938 0.27757 3.47847 0.0 0.0 0.0
H -2.32451 2.27919 3.17631 -0.1 0.0 0.0
H -0.41862 2.20803 1.68062 0.0 0.0 0.0
N 8.13921 -3.62088 2.08882 0.0 0.0 0.0
C 7.18298 -3.12163 1.25938 -0.1 0.2 -0.1
C 5.90783 -3.71133 1.19649 -0.1 -0.1 0.0
C 4.92669 -3.17770 0.39390 0.0 0.0 -0.1
C 5.19437 -2.03757 -0.35627 -0.2 0.3 -0.2
C 6.45175 -1.44182 -0.31663 0.0 0.0 0.0
C 7.43567 -1.97973 0.48120 0.1 -0.1 0.0
S 3.95283 -1.30578 -1.35523 0.2 -0.4 -0.1
O 3.33073 -2.26040 -2.21763 -0.1 0.0 0.1
O 4.49764 -0.09565 -1.90683 -0.1 0.1 0.1
N 2.76572 -0.93071 -0.20813 0.0 0.3 -0.4
C 2.99498 0.12038 0.60231 1.9 0.5 0.7
S 4.32735 1.23539 0.60576 -0.3 0.0 0.2
C 3.54949 2.08670 1.90135 0.1 -0.1 -0.2
C 2.35799 1.53944 2.20199 -0.2 0.2 0.2
N 2.04197 0.41217 1.47667 0.5 -0.4 0.1
H 8.01349 -4.52817 2.49983 0.0 0.0 0.0
H 9.08676 -3.30357 1.99345 0.0 0.0 0.0
H 5.70198 -4.60261 1.77602 0.0 0.0 0.0
H 3.95238 -3.64741 0.32974 0.0 0.0 0.0
H 6.64561 -0.56685 -0.92150 0.0 0.0 0.0
H 8.41832 -1.52548 0.50587 0.0 0.0 0.0
H 4.02606 2.94692 2.34194 -0.1 0.0 0.1
H 1.67140 1.89001 2.95686 0.0 0.0 0.0
S 0.98587 4.42085 -0.67812 0.0 -0.2 0.0
C 0.88468 2.87166 -0.52890 -0.1 0.3 0.0
N 0.80216 1.67883 -0.41345 0.3 1.2 -0.5
```
Positions in Å, forces in eV/Å.

No. 2
DFT (wB97M-V/def2-TZVPD) results for C10H6GaN2O5 as an isolated structure.

Values from the calculation:
Orbital gap (spin up / spin down) (eV): 5.24 / 5.24
E_LUMO (spin up / spin down) (Ha): -0.51345 / -0.51345
DFT total energy (hartree): -2793.87169
Total charge: +3
Spin multiplicity: 1
F_max (eV/A): 11.908
HOMO (spin up / spin down) (eV): -19.22 / -19.22
ΔE to the lowest compared entry with this formula, charge and spin (kcal per mole): 0.0

Structure (XYZ):
```
24
Properties=species:S:1:pos:R:3:forces:R:3
O -4.44101 -0.32058 -0.96605 2.8 -0.2 -0.6
C -3.33676 -0.41213 -1.21034 -2.3 0.1 0.4
Ga -0.51993 -0.64570 -1.83351 -3.3 1.8 4.7
O -1.13780 -1.72510 -4.63054 1.0 1.9 5.0
C -0.94528 -1.31614 -3.57109 -2.6 -3.3 -8.7
C 1.26608 -0.79364 -2.22850 11.6 -1.1 -2.6
O 2.39314 -0.88696 -2.47779 -5.7 0.5 1.3
C -0.50175 -2.42938 -1.14969 -0.2 -8.8 3.5
O -0.42730 -3.50787 -0.75204 -0.3 5.0 -1.8
C -0.50969 1.13590 -2.52318 -0.3 8.8 -3.4
O -0.44024 2.20251 -2.95223 -0.3 -4.8 2.0
N 1.38961 1.26639 3.73253 -1.1 -0.9 -2.8
C 0.87313 0.87804 2.47150 1.6 1.1 4.6
C 1.45560 1.36560 1.30662 0.0 0.0 -2.3
C 0.97923 0.94078 0.07225 0.3 0.3 2.2
N -0.05970 0.04544 -0.02964 -0.3 -0.1 -0.6
C -0.66376 -0.41525 1.10832 1.4 1.0 2.2
C -0.20611 -0.01011 2.37297 -1.1 -1.0 -1.7
H 2.20388 1.89735 3.79237 -0.8 -0.6 0.0
H 0.99281 0.89094 4.60514 0.3 0.4 -0.7
H 2.29331 2.05195 1.34875 -0.1 0.0 -0.1
H 1.48559 1.32219 -0.80418 -0.2 0.0 -0.3
H -1.47345 -1.12964 1.05056 -0.1 0.0 -0.2
H -0.66960 -0.40459 3.26777 -0.1 0.0 -0.1
```
Positions in Å, forces in eV/Å.

No. 3
DFT (wB97M-V/def2-TZVPD) results for C28H25HgO2PTe as an isolated structure.

Values from the calculation:
Orbital gap (spin up / spin down) (eV): 6.29 / 6.47
E_LUMO (spin up / spin down) (Ha): 0.09412 / 0.05943
DFT total energy (hartree): -1995.27149
Total charge: -1
⟨S²⟩: 0.762
Spin multiplicity: 2
F_max (eV/A): 4.752
HOMO (spin up / spin down) (eV): -3.73 / -4.85
ΔE to the lowest compared entry with this formula, charge and spin (kcal per mole): 11.0

Structure (XYZ):
```
58
Properties=species:S:1:pos:R:3:forces:R:3
Hg -0.80987 -1.79473 -0.21838 -0.2 0.0 0.0
O -3.25836 -1.19207 -3.11394 0.3 -0.5 -0.3
C -2.79218 -0.26402 -2.45831 -1.5 -0.5 0.0
O -2.68616 -0.23572 -1.18833 0.8 0.5 0.0
C -2.50199 1.02467 -3.18622 -0.4 -1.4 -1.1
C -3.07005 1.20518 -4.44934 -0.7 0.0 -0.6
C -2.92366 2.38916 -5.16229 1.7 1.3 1.0
C -2.07767 3.42108 -4.61117 -1.0 -4.1 2.2
C -1.49183 3.12494 -3.34297 -0.5 1.1 -2.3
C -1.65322 1.93273 -2.65635 0.0 1.2 1.5
P -0.98510 1.51795 -0.95452 0.7 1.7 0.7
C 0.30880 2.94789 -0.80986 0.7 -2.1 -0.8
C 0.09256 4.29366 -0.94730 1.5 0.2 -0.3
C 1.12933 5.21449 -1.20330 -0.7 -0.9 0.1
C 2.42398 4.75749 -1.20530 0.8 -0.6 0.0
C 2.68078 3.37612 -0.91850 0.3 1.1 -0.9
C 1.64854 2.46938 -0.82069 -0.8 1.5 0.9
C -2.10662 2.29075 0.33376 -2.1 -0.3 -0.3
C -3.53876 2.13584 0.33426 -0.5 -0.4 0.6
C -4.33082 2.45742 1.47831 0.5 -0.5 -0.9
C -3.74785 3.03103 2.62064 -0.8 -0.5 -0.5
C -2.39470 3.28013 2.56336 1.5 -0.1 -0.1
C -1.57156 2.90849 1.46075 -0.6 -0.1 0.6
H -3.69449 0.38234 -4.83049 0.4 0.5 0.2
H -3.36696 2.56902 -6.12336 -0.3 -0.2 -0.3
H -1.93102 4.35913 -5.03808 0.2 1.3 -0.8
H -0.92425 3.93074 -2.97115 0.8 0.5 0.6
H -0.89521 4.60241 -0.97527 -1.8 0.9 0.1
H 0.87890 6.21656 -1.51887 0.1 0.2 0.3
H 3.21445 5.48176 -1.47862 -0.2 -0.8 0.4
H 3.69102 2.97567 -0.92717 0.0 0.3 0.1
H 1.87588 1.45574 -0.56175 -0.1 -0.6 -0.3
H -4.10029 1.64226 -0.50042 1.0 0.5 0.7
H -5.39338 2.13732 1.49254 0.8 0.5 -0.1
H -4.38079 3.18526 3.52108 0.8 0.1 -0.7
H -1.87083 3.69292 3.42451 -0.2 0.0 -0.1
H -0.48670 3.03806 1.51452 -0.4 0.1 0.2
C 2.72487 -6.75664 3.97513 -1.0 -1.5 0.0
C 2.53235 -5.63727 2.99488 -0.6 1.4 1.4
C 2.87613 -5.79800 1.68190 0.6 -2.1 1.6
C 2.71115 -4.83292 0.76147 0.0 1.6 -2.4
C 3.23708 -5.11352 -0.64428 0.0 -0.1 -0.3
C 2.11843 -3.61525 1.12190 -0.1 0.3 0.4
Te 2.03110 -2.07505 -0.34926 0.0 0.0 0.1
C 1.77318 -3.37239 2.48037 0.8 1.2 0.0
C 1.36683 -1.93445 2.98839 -0.6 -2.9 -0.6
C 2.03376 -4.37395 3.41438 0.6 -0.3 0.3
H 1.79435 -6.86261 4.58846 0.6 -0.1 -0.5
H 3.49321 -6.56761 4.72789 0.3 -0.1 -0.3
H 2.86645 -7.77047 3.42383 0.1 1.7 1.1
H 3.39164 -6.74584 1.51345 -0.2 0.2 -0.7
H 3.86532 -6.01701 -0.59365 -0.6 0.0 -0.3
H 3.89738 -4.36211 -1.07630 0.0 0.4 0.5
H 2.43897 -5.15752 -1.41569 0.3 -0.4 0.6
H 0.78930 -1.47038 2.20550 -0.4 0.3 0.2
H 2.20517 -1.33851 3.19875 1.4 0.8 0.0
H 0.84561 -2.06737 3.93171 -0.5 0.2 -0.1
H 2.04781 -4.09215 4.49938 -0.5 -0.5 -1.0
```
Positions in Å, forces in eV/Å.

> What is the formula in the third record?

C28H25HgO2PTe

Repeat the second record exactly.
DFT (wB97M-V/def2-TZVPD) results for C10H6GaN2O5 as an isolated structure.

Values from the calculation:
Orbital gap (spin up / spin down) (eV): 5.24 / 5.24
E_LUMO (spin up / spin down) (Ha): -0.51345 / -0.51345
DFT total energy (hartree): -2793.87169
Total charge: +3
Spin multiplicity: 1
F_max (eV/A): 11.908
HOMO (spin up / spin down) (eV): -19.22 / -19.22
ΔE to the lowest compared entry with this formula, charge and spin (kcal per mole): 0.0

Structure (XYZ):
```
24
Properties=species:S:1:pos:R:3:forces:R:3
O -4.44101 -0.32058 -0.96605 2.8 -0.2 -0.6
C -3.33676 -0.41213 -1.21034 -2.3 0.1 0.4
Ga -0.51993 -0.64570 -1.83351 -3.3 1.8 4.7
O -1.13780 -1.72510 -4.63054 1.0 1.9 5.0
C -0.94528 -1.31614 -3.57109 -2.6 -3.3 -8.7
C 1.26608 -0.79364 -2.22850 11.6 -1.1 -2.6
O 2.39314 -0.88696 -2.47779 -5.7 0.5 1.3
C -0.50175 -2.42938 -1.14969 -0.2 -8.8 3.5
O -0.42730 -3.50787 -0.75204 -0.3 5.0 -1.8
C -0.50969 1.13590 -2.52318 -0.3 8.8 -3.4
O -0.44024 2.20251 -2.95223 -0.3 -4.8 2.0
N 1.38961 1.26639 3.73253 -1.1 -0.9 -2.8
C 0.87313 0.87804 2.47150 1.6 1.1 4.6
C 1.45560 1.36560 1.30662 0.0 0.0 -2.3
C 0.97923 0.94078 0.07225 0.3 0.3 2.2
N -0.05970 0.04544 -0.02964 -0.3 -0.1 -0.6
C -0.66376 -0.41525 1.10832 1.4 1.0 2.2
C -0.20611 -0.01011 2.37297 -1.1 -1.0 -1.7
H 2.20388 1.89735 3.79237 -0.8 -0.6 0.0
H 0.99281 0.89094 4.60514 0.3 0.4 -0.7
H 2.29331 2.05195 1.34875 -0.1 0.0 -0.1
H 1.48559 1.32219 -0.80418 -0.2 0.0 -0.3
H -1.47345 -1.12964 1.05056 -0.1 0.0 -0.2
H -0.66960 -0.40459 3.26777 -0.1 0.0 -0.1
```
Positions in Å, forces in eV/Å.

> Among the records above, which one has the highest DFT total energy?

C28H25HgO2PTe